1.
{
  "formula": "C4H9NO3",
  "method": "wB97M-V/def2-TZVPD",
  "elements": ["N", "C", "C", "C", "O", "C", "O", "O", "H", "H", "H", "H", "H", "H", "H", "H", "H"],
  "xyz": [[-0.06, 1.64, 0.33], [-0.05, 0.46, -0.47], [0.20, -0.74, 0.44], [-1.08, -1.11, 1.26], [-1.76, -0.02, 1.88], [0.93, 0.43, -1.71], [1.28, 1.45, -2.25], [1.38, -0.78, -1.98], [0.64, 1.75, 1.05], [-0.15, 2.47, -0.23], [-1.03, 0.28, -0.96], [0.40, -1.71, -0.02], [1.11, -0.66, 1.03], [-0.74, -1.86, 1.99], [-1.85, -1.47, 0.56], [-1.31, 0.82, 1.69], [2.09, -0.94, -2.59]],
  "nbo_charge": [-0.850, -0.149, -0.443, -0.051, -0.754, 0.783, -0.598, -0.698, 0.381, 0.392, 0.212, 0.237, 0.204, 0.170, 0.165, 0.489, 0.512],
  "largest_force_ev_per_a": 2.576,
  "gap_ev": 10.0700,
  "e_lumo_ev": 0.49,
  "smiles": "N[C@H](CCO)C(=O)O",
  "de_lowest_kj_mol": 130.2
}



2.
{
  "formula": "C4H9NO3",
  "method": "wB97M-V/def2-TZVPD",
  "elements": ["N", "C", "O", "C", "C", "C", "O", "H", "H", "H", "H", "H", "H", "H", "O", "H", "H"],
  "xyz": [[0.07, -2.30, 0.40], [1.01, -1.42, 0.86], [2.09, -1.78, 1.28], [0.62, 0.05, 0.88], [1.00, 0.84, -0.35], [0.05, 1.05, -1.52], [0.12, 2.08, -2.14], [-0.77, -1.89, 0.02], [0.39, -3.24, 0.32], [1.09, 0.46, 1.74], [-0.44, 0.16, 1.09], [1.89, 0.46, -0.90], [1.44, 1.79, -0.11], [-0.62, 0.25, -1.89], [-2.46, 0.79, -0.01], [-2.90, 1.07, 0.80], [-2.58, 1.64, -0.47]],
  "nbo_charge": [-0.834, 0.677, -0.616, -0.516, -0.519, 0.440, -0.539, 0.402, 0.411, 0.242, 0.229, 0.248, 0.243, 0.122, -0.939, 0.472, 0.476],
  "largest_force_ev_per_a": 1.452,
  "gap_ev": 9.9992,
  "e_lumo_ev": 0.35,
  "smiles": "NC(=O)CCC=O.O",
  "de_lowest_kj_mol": 115.1
}



3.
{
  "formula": "C4H9NO3",
  "method": "wB97M-V/def2-TZVPD",
  "elements": ["C", "C", "C", "C", "N", "O", "O", "O", "H", "H", "H", "H", "H", "H", "H", "H", "H"],
  "xyz": [[-0.98, 0.04, -0.02], [-0.48, -1.07, 0.79], [1.63, 0.89, -0.54], [0.40, 1.06, 0.35], [0.09, -2.14, 0.20], [-1.02, -0.22, -1.40], [-2.13, 0.62, 0.45], [-0.06, 2.21, 0.59], [-1.85, 1.57, 0.57], [-1.62, 0.44, -1.78], [0.05, -2.18, -0.81], [0.29, -2.97, 0.73], [-0.74, -1.12, 1.83], [0.66, 0.33, 1.31], [2.50, 1.28, -0.02], [1.47, 1.42, -1.47], [1.80, -0.16, -0.77]],
  "nbo_charge": [0.356, 0.210, -0.645, 0.252, -0.716, -0.747, -0.714, -0.759, 0.511, 0.502, 0.432, 0.414, 0.240, 0.029, 0.225, 0.218, 0.193],
  "largest_force_ev_per_a": 2.267,
  "gap_ev": 7.4393,
  "e_lumo_ev": -0.19,
  "de_lowest_kj_mol": 385.6
}



4.
{
  "formula": "C4H9NO3P",
  "method": "wB97M-V/def2-TZVPD",
  "elements": ["C", "C", "C", "C", "N", "O", "O", "O", "P", "H", "H", "H", "H", "H", "H", "H", "H", "H"],
  "xyz": [[2.42, 0.24, -0.77], [2.25, -1.07, 0.11], [1.10, -0.48, -0.62], [0.11, 0.30, 0.08], [-1.18, -0.55, -0.08], [-3.76, -0.21, -0.31], [-2.68, 0.21, 2.13], [-2.15, 1.75, 0.20], [-2.72, 0.26, 0.65], [2.60, 1.08, -0.22], [2.80, 0.09, -1.79], [2.77, -2.03, -0.22], [2.52, -0.83, 1.22], [-0.33, 1.18, -0.36], [0.16, 0.62, 1.14], [-1.07, -1.33, 0.55], [-0.99, -0.91, -1.04], [-1.86, 1.68, -0.66]],
  "nbo_charge": [-0.467, -0.456, -0.508, -0.222, -0.878, -1.139, -1.114, -0.993, 2.420, 0.170, 0.187, 0.181, 0.156, 0.172, 0.176, 0.404, 0.444, 0.467],
  "largest_force_ev_per_a": 4.901,
  "gap_ev": 6.7927,
  "total_charge": -1,
  "e_lumo_ev": 3.82,
  "de_lowest_kj_mol": 332.2
}



5.
{
  "formula": "C4H9NO4S2",
  "method": "wB97M-V/def2-TZVPD",
  "elements": ["C", "C", "C", "C", "N", "O", "O", "O", "O", "S", "S", "H", "H", "H", "H", "H", "H", "H", "H", "H"],
  "xyz": [[1.80, -0.52, -0.24], [0.90, -0.03, 0.85], [2.34, 0.25, -1.13], [-2.97, 0.79, -0.31], [-1.78, -1.66, 0.28], [2.70, -2.41, 1.39], [3.28, -2.58, -1.04], [-4.21, -1.35, 0.78], [-3.45, -1.49, -1.45], [2.13, -2.44, -0.05], [-3.12, -1.06, -0.13], [0.83, 1.02, 1.05], [-0.11, -0.56, 0.56], [1.10, -0.59, 1.75], [2.86, -0.07, -2.01], [-1.19, -1.85, -0.54], [2.36, 1.33, -0.99], [-3.98, 1.01, -0.72], [-2.93, 1.16, 0.63], [-1.99, 0.86, -0.91]],
  "nbo_charge": [-0.142, -0.742, -0.503, -0.886, -1.286, -1.064, -1.070, -1.041, -1.080, 1.436, 2.314, 0.177, 0.295, 0.240, 0.194, 0.367, 0.149, 0.210, 0.196, 0.235],
  "largest_force_ev_per_a": 4.359,
  "gap_ev": 6.6421,
  "total_charge": -2,
  "e_lumo_ev": 5.78,
  "de_lowest_kj_mol": 97.0
}



6.
{
  "formula": "C4H9NO5",
  "method": "wB97M-V/def2-TZVPD",
  "elements": ["C", "O", "C", "O", "C", "O", "C", "N", "O", "O", "H", "H", "H", "H", "H", "H", "H", "H", "H"],
  "xyz": [[-0.53, 0.25, 2.28], [-0.25, -0.57, 1.19], [-0.02, -0.04, 0.07], [-1.06, 1.08, -0.27], [-1.07, 1.40, -1.71], [0.02, -0.94, -1.04], [0.68, -2.14, -0.66], [1.30, 0.77, 0.04], [2.28, 0.10, 0.29], [1.33, 1.95, -0.14], [-1.54, 0.53, 2.20], [0.20, 1.11, 2.46], [-0.57, -0.42, 3.09], [0.02, 1.48, -2.03], [-1.53, 2.30, -1.86], [-1.57, 0.51, -2.21], [0.61, -2.79, -1.63], [0.08, -2.74, 0.13], [1.62, -1.82, -0.22]],
  "nbo_charge": [-0.258, -0.496, 0.868, -0.574, -0.247, -0.521, -0.287, 0.470, -0.396, -0.331, 0.205, 0.201, 0.200, 0.181, 0.192, 0.188, 0.207, 0.179, 0.219],
  "largest_force_ev_per_a": 7.764,
  "gap_ev": 10.6333,
  "e_lumo_ev": 0.32,
  "smiles": "COC(OC)(OC)[N+](=O)[O-]",
  "de_lowest_kj_mol": 576.2
}



7.
{
  "formula": "C4H9NOS",
  "method": "wB97M-V/def2-TZVPD",
  "elements": ["C", "C", "C", "S", "N", "C", "O", "H", "H", "H", "H", "H", "H", "H", "H", "H"],
  "xyz": [[-0.50, 1.11, -1.33], [-0.04, 0.40, -0.07], [1.42, 0.74, 0.29], [1.71, 2.49, 0.75], [-0.22, -1.06, -0.28], [-0.95, -1.72, 0.89], [-1.05, -3.03, 0.81], [-1.57, 1.08, -1.40], [-0.07, 0.67, -2.23], [-0.21, 2.16, -1.33], [-0.62, 0.65, 0.82], [1.71, 0.09, 1.11], [2.07, 0.41, -0.53], [0.70, -1.51, -0.20], [-0.42, -1.30, 1.79], [-1.95, -1.18, 0.91]],
  "nbo_charge": [-0.609, -0.096, -0.514, -0.784, -0.685, 0.164, -0.952, 0.181, 0.183, 0.211, 0.178, 0.179, 0.157, 0.327, 0.028, 0.031],
  "largest_force_ev_per_a": 1.361,
  "gap_ev": 5.6524,
  "total_charge": -2,
  "e_lumo_ev": 6.06,
  "smiles": "C[C@H](C[S-])NC[O-]",
  "de_lowest_kj_mol": 29.9
}



8.
{
  "formula": "C4H9NOS",
  "method": "wB97M-V/def2-TZVPD",
  "elements": ["C", "C", "O", "N", "C", "C", "S", "H", "H", "H", "H", "H", "H", "H", "H", "H"],
  "xyz": [[2.80, 0.11, 0.28], [1.27, -0.15, 0.52], [0.75, -0.71, 1.46], [0.59, 0.07, -0.68], [-0.78, -0.42, -0.81], [-1.79, 0.09, 0.20], [-3.55, 0.08, -0.47], [3.22, 0.39, 1.24], [2.89, 0.99, -0.35], [3.22, -0.79, -0.14], [0.75, 1.01, -1.02], [-0.80, -1.50, -0.62], [-1.01, -0.22, -1.86], [-1.86, -0.58, 1.05], [-1.62, 1.12, 0.53], [-4.08, 0.53, 0.68]],
  "nbo_charge": [-0.701, 0.694, -0.588, -0.639, -0.248, -0.479, -0.093, 0.226, 0.211, 0.243, 0.383, 0.216, 0.209, 0.230, 0.210, 0.126],
  "largest_force_ev_per_a": 2.563,
  "gap_ev": 9.8039,
  "e_lumo_ev": 0.76,
  "smiles": "CC(=O)NCCS",
  "de_lowest_kj_mol": 83.3
}



9.
{
  "formula": "C4H9NOS",
  "method": "wB97M-V/def2-TZVPD",
  "elements": ["C", "C", "S", "N", "C", "C", "O", "H", "H", "H", "H", "H", "H", "H", "H", "H"],
  "xyz": [[-2.30, 1.62, -0.83], [-1.11, 1.19, -0.06], [-0.31, -0.22, -0.89], [1.05, -0.46, 0.10], [2.35, 0.00, -0.35], [0.86, -1.06, 1.34], [-0.18, -1.38, 1.82], [-3.01, 0.83, -0.95], [-2.80, 2.49, -0.35], [-2.03, 1.89, -1.84], [-0.41, 2.07, 0.01], [-1.40, 0.82, 0.89], [2.66, -0.46, -1.29], [2.38, 1.09, -0.36], [3.01, -0.37, 0.40], [1.84, -1.17, 1.90]],
  "nbo_charge": [-0.620, -0.535, 0.403, -0.604, -0.398, 0.541, -0.576, 0.214, 0.222, 0.208, 0.207, 0.227, 0.208, 0.200, 0.200, 0.102],
  "largest_force_ev_per_a": 1.840,
  "gap_ev": 9.7834,
  "e_lumo_ev": 0.82,
  "smiles": "CCSN(C)C=O",
  "de_lowest_kj_mol": 114.6
}



10.
{
  "formula": "C4H9NOS",
  "method": "wB97M-V/def2-TZVPD",
  "elements": ["C", "C", "C", "N", "O", "H", "H", "H", "H", "H", "H", "H", "C", "S", "H", "H"],
  "xyz": [[-1.78, -0.18, -1.08], [-1.02, 0.06, 0.18], [-0.54, -1.14, 0.94], [-0.73, 1.19, 0.69], [-1.18, 2.32, 0.01], [-2.35, 0.71, -1.35], [-1.08, -0.40, -1.88], [-2.45, -1.03, -0.96], [-1.39, -1.68, 1.35], [0.10, -0.82, 1.76], [0.01, -1.80, 0.28], [-0.77, 3.05, 0.50], [3.40, -0.13, -0.09], [2.04, 0.68, -0.37], [4.09, 0.17, 0.68], [3.66, -1.01, -0.66]],
  "nbo_charge": [-0.689, 0.236, -0.647, -0.157, -0.582, 0.240, 0.236, 0.221, 0.220, 0.234, 0.218, 0.480, -0.484, 0.103, 0.187, 0.185],
  "largest_force_ev_per_a": 1.088,
  "gap_ev": 8.5861,
  "e_lumo_ev": -0.17,
  "smiles": "CC(C)=NO.C=S",
  "de_lowest_kj_mol": 324.6
}



11.
{
  "formula": "C4H9NOS",
  "method": "wB97M-V/def2-TZVPD",
  "elements": ["C", "C", "C", "C", "N", "O", "S", "H", "H", "H", "H", "H", "H", "H", "H", "H"],
  "xyz": [[1.16, -0.62, -0.15], [0.38, -1.71, -0.81], [-0.24, -0.88, 0.22], [-0.98, -1.24, 1.48], [0.28, 3.11, -0.44], [-1.45, 0.93, -0.53], [-0.55, 1.86, -1.34], [1.85, -0.98, 0.62], [1.56, 0.21, -0.68], [0.03, -1.51, -1.80], [0.58, -2.79, -0.69], [-1.89, -1.84, 1.30], [-1.25, -0.21, 1.77], [-0.17, -1.58, 2.25], [-0.44, 3.83, -0.32], [1.13, 3.42, -0.90]],
  "nbo_charge": [-0.478, -0.490, 0.261, -0.689, -1.035, -0.776, 0.846, 0.214, 0.230, 0.225, 0.216, 0.235, 0.250, 0.226, 0.378, 0.389],
  "largest_force_ev_per_a": 2.340,
  "gap_ev": [6.7930, 8.5173],
  "e_lumo_ev": [-0.36, 0.57],
  "de_lowest_kj_mol": 523.7
}



12.
{
  "formula": "C4H9NOS",
  "method": "wB97M-V/def2-TZVPD",
  "elements": ["C", "N", "S", "O", "C", "C", "C", "H", "H", "H", "H", "H", "H", "H", "H", "H"],
  "xyz": [[-0.73, -2.40, -0.62], [-1.13, -1.53, 0.52], [-1.27, 0.01, 0.37], [-2.35, 0.55, 1.17], [0.17, 0.85, 0.50], [0.12, 2.26, 0.00], [1.46, 0.14, 0.29], [-1.27, -2.03, -1.47], [0.32, -2.41, -0.94], [-1.09, -3.37, -0.34], [-0.87, 2.65, -0.42], [1.00, 2.37, -0.72], [0.27, 3.05, 0.82], [1.98, 0.54, -0.48], [1.30, -1.02, 0.16], [2.07, 0.33, 1.16]],
  "nbo_charge": [-0.425, -0.838, 1.752, -0.885, -0.262, -0.672, -0.652, 0.193, 0.175, 0.214, 0.252, 0.214, 0.238, 0.209, 0.245, 0.242],
  "largest_force_ev_per_a": 4.415,
  "gap_ev": [7.4374, 7.4782],
  "e_lumo_ev": [-1.17, -1.09],
  "smiles": "CN=S(=O)=C(C)C",
  "de_lowest_kj_mol": 508.2
}



13.
{
  "formula": "C4H9NOS",
  "method": "wB97M-V/def2-TZVPD",
  "elements": ["C", "N", "C", "C", "S", "C", "O", "H", "H", "H", "H", "H", "H", "H", "H", "H"],
  "xyz": [[-1.65, -0.73, -1.46], [-0.25, -0.47, -1.09], [-0.01, 0.04, 0.24], [1.20, 1.00, 0.26], [1.14, 2.07, 1.69], [0.18, -0.98, 1.33], [0.93, -0.80, 2.24], [-1.91, -1.80, -1.50], [-1.80, -0.46, -2.51], [-2.29, -0.21, -0.77], [0.37, -1.25, -1.29], [-0.88, 0.63, 0.52], [1.13, 1.57, -0.67], [2.13, 0.42, 0.29], [2.21, 2.83, 1.45], [-0.48, -1.86, 1.28]],
  "nbo_charge": [-0.423, -0.589, -0.166, -0.586, 0.570, 0.431, -0.418, 0.208, 0.227, 0.201, 0.380, 0.242, 0.303, 0.279, 0.160, 0.182],
  "s_squared": 0.755,
  "largest_force_ev_per_a": 1.352,
  "gap_ev": [9.6862, 4.4195],
  "total_charge": 1,
  "e_lumo_ev": [-3.83, -8.76],
  "de_lowest_kj_mol": 109.0,
  "spin_multiplicity": 2
}



14.
{
  "formula": "C4H9NOS2",
  "method": "wB97M-V/def2-TZVPD",
  "elements": ["C", "N", "C", "S", "O", "C", "S", "C", "H", "H", "H", "H", "H", "H", "H", "H", "H"],
  "xyz": [[-2.46, -1.17, -0.13], [-1.87, 0.12, -0.72], [-0.95, 0.85, -0.08], [-0.94, 2.52, -0.23], [-0.12, 0.20, 0.75], [0.92, -0.73, 0.26], [2.00, -0.12, -0.87], [2.84, 1.08, 0.18], [-2.15, -2.15, -0.63], [-3.61, -1.25, -0.22], [-2.35, -1.37, 0.93], [-2.52, 0.74, -1.29], [0.57, -1.73, -0.27], [1.59, -0.91, 1.16], [3.54, 0.40, 0.87], [2.06, 1.66, 0.78], [3.44, 1.86, -0.48]],
  "nbo_charge": [-0.449, -0.621, 0.421, -0.215, -0.555, -0.307, 0.273, -0.798, 0.206, 0.219, 0.223, 0.430, 0.223, 0.222, 0.218, 0.256, 0.253],
  "largest_force_ev_per_a": 3.150,
  "gap_ev": 8.9202,
  "e_lumo_ev": 0.61,
  "smiles": "CNC(=S)OCSC",
  "de_lowest_kj_mol": 231.3
}



15.
{
  "formula": "C4H9NOSi",
  "method": "wB97M-V/def2-TZVPD",
  "elements": ["C", "N", "O", "C", "C", "C", "Si", "H", "H", "H", "H", "H", "H", "H", "H", "H"],
  "xyz": [[-2.08, 0.69, 0.44], [-2.04, 1.32, -0.67], [-1.03, 2.16, -0.94], [0.14, 2.15, -0.13], [0.69, 0.75, 0.08], [0.20, -0.15, -0.78], [0.47, -1.97, -0.21], [-2.83, -0.16, 0.45], [-1.30, 0.61, 1.23], [0.03, 2.65, 0.80], [0.82, 2.72, -0.73], [1.44, 0.53, 0.79], [-0.42, 0.26, -1.56], [1.75, -2.60, -0.09], [-0.45, -2.71, -1.03], [-0.16, -1.95, 1.17]],
  "nbo_charge": [-0.191, -0.101, -0.353, -0.144, -0.227, -0.582, 0.856, 0.206, 0.185, 0.185, 0.217, 0.209, 0.241, -0.155, -0.168, -0.177],
  "largest_force_ev_per_a": 3.215,
  "gap_ev": 10.0703,
  "e_lumo_ev": 0.83,
  "smiles": "C=NOC/C=C/[SiH3]",
  "de_lowest_kj_mol": 598.4
}



| no. | E_tot (a.u.) |
| --- | --- |
| 1 | -438.279480 |
| 2 | -438.285238 |
| 3 | -438.182202 |
| 4 | -779.662834 |
| 5 | -1309.819886 |
| 6 | -588.578680 |
| 7 | -685.907045 |
| 8 | -685.987226 |
| 9 | -685.975282 |
| 10 | -685.895330 |
| 11 | -685.819500 |
| 12 | -685.825400 |
| 13 | -685.626591 |
| 14 | -1084.108177 |
| 15 | -577.126381 |